1.
31
Properties=species:S:1:pos:R:3:mulliken_charge:R:1 method="wB97M-V/def2-TZVPD" charge=+1 orbital_gap_ev=8.22 e_lumo_ev=-4.81 homo_ev=-13.023 e_above_lowest_ev=0.369
H 2.489 -0.831 -1.476 0.3446
H -0.852 -0.012 -3.640 0.3710
H -1.629 -2.821 -1.244 0.3511
H 0.194 -0.130 3.820 0.3890
H -1.447 -0.774 3.650 0.3575
H -0.002 0.901 1.533 -0.0976
H -1.578 0.813 -2.250 0.3607
O 0.616 -1.748 -2.196 -0.5787
H -0.711 2.274 3.517 0.3707
H -2.660 -1.402 -1.486 0.3380
C -0.717 0.235 -2.584 -1.1233
H 0.174 0.868 -2.516 0.1820
H 2.343 2.029 -0.537 0.3052
S 5.112 1.613 -0.189 -0.0792
C -0.546 -1.027 -1.753 1.1995
C -0.556 -0.464 3.101 -1.2903
H -2.356 1.638 3.346 0.3638
H -1.679 2.650 2.080 0.3631
H -0.369 -0.756 -0.710 -0.4396
H -1.940 -2.240 -2.873 0.4181
H 0.479 -2.000 -3.114 0.3537
H -2.649 -0.083 1.642 0.3220
O -1.853 0.156 1.160 -0.4927
S 3.279 1.223 -1.129 0.2457
C -1.436 1.873 2.806 -1.4199
C -0.897 0.636 2.106 0.8125
H -0.175 -1.347 2.584 0.3376
N 2.921 -0.378 -0.662 -0.3890
C -1.769 -1.920 -1.841 -1.4417
H 2.285 -0.375 0.125 0.3103
H 5.929 1.397 -1.270 0.2559

=====

2.
39
Properties=species:S:1:pos:R:3:mulliken_charge:R:1 method="wB97M-V/def2-TZVPD" charge=-1 orbital_gap_ev=3.89 e_lumo_ev=2.26 homo_ev=-1.627 e_above_lowest_ev=4.643
H 3.476 -3.923 1.195 0.3011
P 1.526 -2.031 0.635 0.9664
H -4.590 2.371 -1.398 0.2853
H -0.143 3.658 0.866 0.2793
O 1.021 -2.634 1.985 -0.3020
H 4.707 -2.907 0.369 0.2681
H -0.297 0.530 -0.589 0.3656
H -0.446 -3.703 0.872 0.3603
H -2.607 0.798 1.780 0.3408
H 0.516 -4.684 1.750 0.3205
O -0.816 1.439 0.876 -0.0673
H -1.694 4.521 0.832 0.2875
O -3.080 1.270 -0.451 -0.3657
H -0.800 -3.597 2.405 0.3744
H 1.275 1.302 -0.120 0.3443
H 4.418 -2.768 2.098 0.2459
O -1.589 3.246 -0.701 -0.3644
H -1.161 0.069 2.346 0.1744
H -4.383 0.668 -1.929 0.3058
H 1.336 -0.039 -1.157 0.3651
C -3.873 1.587 -1.641 -0.8553
C 3.934 -2.936 1.136 -0.7562
C -1.556 1.013 1.972 -0.7847
C 0.110 -3.674 1.809 -0.9399
O 1.015 -0.525 0.805 -0.2379
C 0.751 0.370 -0.333 -0.9935
Na 0.516 0.474 -2.466 1.0458
O 2.284 1.039 -2.684 -0.9994
H -3.424 1.836 -2.602 0.3388
H 0.744 -1.370 -3.561 0.0489
O 1.097 -2.662 -0.671 -0.5830
O 3.094 -1.874 0.845 -0.2964
H 2.884 1.061 -1.913 0.1101
H -1.677 1.740 2.775 0.2874
P -1.505 1.637 -0.603 1.0142
O -0.845 0.976 -1.782 -0.5705
C -0.900 4.098 0.216 -0.6555
H -0.381 4.890 -0.324 0.2844
O 1.060 -1.263 -2.643 -0.9428

=====

3.
30
Properties=species:S:1:pos:R:3:mulliken_charge:R:1 method="wB97M-V/def2-TZVPD" orbital_gap_ev=9.07 e_lumo_ev=0.59 homo_ev=-8.481 e_above_lowest_ev=8.149
H 11.881 -30.572 2.322 0.3528
H 11.088 -27.996 2.306 0.2590
H 14.320 -31.332 1.191 0.2319
C 12.654 -29.493 -2.669 -1.0719
H 14.137 -30.747 -0.193 0.2061
H 12.454 -30.114 -3.542 0.3351
H 15.319 -28.945 -0.102 0.2891
H 14.568 -30.493 -2.039 -0.0447
H 9.934 -29.183 2.343 0.3703
H 16.856 -29.430 0.165 0.4774
O 13.949 -30.580 0.730 -0.5405
H 11.681 -30.402 0.646 -0.0322
H 16.342 -28.182 -2.231 0.3226
H 15.799 -30.535 -0.399 0.4795
H 12.961 -29.687 -0.485 0.4408
C 16.098 -29.509 -0.615 -1.1866
H 11.957 -30.862 -1.167 0.4532
O 14.021 -31.047 -1.478 -0.6927
H 10.417 -28.403 0.726 0.2660
H 15.282 -29.598 -2.461 -0.0648
H 13.739 -29.646 0.950 0.4351
H 13.641 -29.070 -2.856 0.2449
H 18.137 -29.475 -2.946 0.3194
C 11.891 -29.814 1.539 0.1467
C 10.723 -28.816 1.687 -1.1781
O 13.098 -29.045 1.335 -0.7764
H 11.834 -28.776 -2.636 0.3729
C 16.252 -29.260 -2.096 0.3487
O 17.516 -29.955 -2.394 -0.5384
C 12.836 -30.263 -1.403 -0.2252

=====

4.
36
Properties=species:S:1:pos:R:3:mulliken_charge:R:1 method="wB97M-V/def2-TZVPD" charge=+4 orbital_gap_ev=2.44 e_lumo_ev=-19.86 homo_ev=-22.306
H -3.300 1.332 1.709 0.2525
O 2.707 2.849 -1.097 -0.3215
H 1.771 -1.885 4.849 0.3781
C 1.020 1.820 -2.525 -0.2700
Tl -0.464 -1.907 2.402 1.1421
H 0.370 2.584 -2.099 0.3604
H -1.712 -3.635 -2.109 0.4039
O 1.276 -1.098 4.549 -0.4617
C -0.247 -2.393 -1.592 -0.1586
H -2.792 -2.711 -0.636 0.3590
O -1.284 0.827 3.042 -0.4014
H 1.477 -2.090 -0.645 0.2736
H -0.613 -4.356 -0.823 0.3470
H -1.817 1.259 3.713 0.3308
H 3.319 3.106 -1.791 0.4296
H 1.475 3.245 -3.860 0.4285
C -1.174 -3.490 -1.172 -0.6342
O 1.718 2.331 -3.697 -0.2883
H -0.709 -1.485 -1.980 0.2277
C -2.465 1.276 1.010 -0.2287
H -0.355 1.684 1.428 0.0915
O 1.569 -0.161 1.782 -0.3887
H 0.474 0.894 -2.704 0.2916
C 2.135 1.596 -1.479 0.3201
H -1.520 2.699 2.211 0.5092
H 1.429 -0.050 0.822 0.1981
C -1.341 1.672 1.893 -0.4856
H 0.363 -2.886 -2.349 0.4826
O 0.559 -2.175 -0.375 -0.3571
H 2.880 0.924 -1.905 0.3952
O -2.056 -3.112 -0.168 -0.3317
O -2.316 -0.064 0.573 -0.3209
H -2.934 -0.036 -0.161 0.3341
H -2.570 1.886 0.113 0.4487
H 1.637 0.958 -0.750 -0.3824
Tl 3.491 0.591 3.823 1.0263

=====

5.
46
Properties=species:S:1:pos:R:3:mulliken_charge:R:1 method="wB97M-V/def2-TZVPD" charge=+2 orbital_gap_ev="7.80 / 5.19" s_squared=0.759 e_lumo_ev="-7.43 / -10.04" homo_ev="-15.237 / -15.237" spin_multiplicity=2
H 2.313 -3.167 3.485 0.1143
N -2.736 2.506 -2.293 -0.4050
N 0.847 -1.698 4.118 -0.3404
H 1.072 -0.057 -4.583 0.2460
H 0.915 -1.675 -5.486 0.1888
O 4.438 -1.260 -1.102 -0.4426
Be -0.194 -0.619 -0.238 1.6228
O 0.345 1.747 0.233 -0.5211
N -0.170 -2.813 -4.176 -0.3845
H -1.652 2.050 1.964 0.1922
O 0.017 -1.058 -2.716 -0.6225
H -3.288 -0.351 -3.262 0.2478
C -2.656 1.226 -2.190 0.5640
H -3.216 0.299 4.360 0.2011
H 1.239 3.773 2.384 0.1723
H -0.071 -2.974 -5.169 0.1453
H -3.050 -1.175 3.459 0.2910
H -3.527 1.208 -4.000 0.1495
H 2.414 -2.882 1.788 0.1583
H -2.867 2.977 -3.177 0.2059
C -2.123 0.232 2.617 0.5611
H -0.155 3.961 1.212 0.2955
N -2.737 -0.234 3.648 -0.4582
O -2.138 0.610 -1.242 -0.5020
C 3.200 -1.607 -0.638 0.7710
H -1.947 1.930 3.640 0.1779
H 2.934 2.986 1.350 0.1732
O -1.978 -0.345 1.541 -0.5313
N 1.956 -2.692 2.669 -0.2985
H 1.338 -2.345 4.719 0.1768
N -1.771 1.451 2.769 -0.3343
N -3.121 0.645 -3.267 -0.4038
N 0.692 -0.967 -4.801 -0.3839
C 1.031 -1.788 2.868 0.5153
C 1.031 2.496 0.955 0.6168
N 2.274 2.280 1.057 -0.3788
N 0.703 3.556 1.556 -0.3770
O 2.834 -2.740 -0.254 -0.3605
H 4.316 -0.351 -1.385 0.3555
H 0.521 -0.785 4.400 0.2444
H 2.689 1.415 0.742 0.1249
O 2.412 -0.673 -0.670 -0.3351
H -0.651 -3.468 -3.577 0.2238
H -2.271 2.977 -1.529 0.2323
C 0.158 -1.594 -3.784 0.5155
O 0.628 -1.010 2.007 -0.4037

=====

6.
41
Properties=species:S:1:pos:R:3:mulliken_charge:R:1 method="wB97M-V/def2-TZVPD" charge=+2 orbital_gap_ev=6.31 e_lumo_ev=-8.00 homo_ev=-14.307
Y 14.760 -12.321 14.045 1.7332
H 14.576 -18.276 10.558 0.2946
C 9.383 -8.687 12.100 -1.2385
O 13.113 -11.237 12.850 -0.5946
C 14.412 -16.177 10.413 -0.1092
H 8.798 -9.594 11.947 0.3176
H 15.274 -13.480 11.293 0.2259
F 11.704 -10.928 9.642 -0.2723
O 15.579 -12.739 11.851 -0.3897
H 13.676 -15.390 10.160 0.2544
H 16.537 -14.517 15.080 0.2858
H 12.045 -17.619 13.001 0.3016
H 13.648 -17.708 9.168 0.3741
Y 14.623 -16.081 13.797 1.6978
O 10.690 -14.690 12.895 -0.7217
H 10.984 -8.828 10.673 0.2966
H 13.235 -13.948 12.538 0.2177
O 13.818 -13.024 16.165 -0.4672
O 11.269 -10.187 12.213 -0.3559
O 15.966 -14.229 14.358 -0.8179
C 12.521 -10.636 11.809 -0.2595
C 13.807 -17.569 10.234 -1.1692
H 8.966 -7.977 11.384 0.3728
H 12.879 -17.720 10.786 0.2213
H 11.466 -8.123 12.186 0.3231
H 13.188 -12.645 16.802 0.3193
F 13.435 -12.079 10.123 -0.2774
O 12.306 -16.781 13.413 -0.5316
O 13.478 -14.172 13.447 -0.4087
H 10.108 -13.920 12.905 0.3457
H 16.416 -12.452 11.455 0.2902
C 10.835 -8.911 11.754 -0.1658
H 9.260 -8.285 13.101 0.3030
C 12.288 -11.585 10.640 0.7899
F 11.490 -12.615 10.972 -0.2467
H 13.071 -9.758 11.435 0.4029
H 11.537 -16.164 13.261 0.4282
H 11.581 -14.360 13.054 0.2776
H 15.068 -16.054 9.535 0.3616
H 13.737 -13.976 16.275 0.2675
O 15.093 -15.904 11.599 -0.6765

=====

7.
31
Properties=species:S:1:pos:R:3:mulliken_charge:R:1 method="wB97M-V/def2-TZVPD" charge=+1 orbital_gap_ev=9.83 e_lumo_ev=-2.95 homo_ev=-12.777 e_above_lowest_ev=3.176
C -2.188 -1.065 2.254 -0.9796
C 0.976 -0.293 -0.497 -0.8317
H 2.299 1.238 -2.985 0.4305
H 3.240 -0.022 -2.159 0.3427
H -2.121 -2.127 1.878 0.2460
C -0.593 -0.986 2.395 -0.5110
H -0.662 -2.927 -0.403 0.3218
H -0.026 -0.956 3.328 0.4116
H -0.128 -1.898 2.071 0.2805
C -0.184 0.318 1.611 -0.9569
C 2.858 0.999 -2.059 -1.2557
H 0.705 -0.865 -1.351 0.5022
N 1.075 2.292 -1.187 -0.2179
O -0.170 -3.481 -1.000 -0.6397
H 2.380 1.163 0.141 0.2560
H 1.492 -1.046 0.189 0.3348
C 1.843 1.026 -0.874 0.0683
H -2.549 -0.356 1.587 0.3297
H 0.998 0.587 1.751 0.2413
H 0.966 2.353 -2.187 0.3633
N -0.201 0.503 0.153 -0.2091
H -3.610 1.628 -0.739 0.3129
H -0.431 -4.424 -1.212 0.3114
H -3.581 0.148 -1.174 0.2754
O -3.100 0.898 -1.096 -0.6299
H -2.679 -1.045 3.207 0.3080
H 0.172 2.048 -0.762 0.3044
H -0.742 1.131 2.008 0.5642
H 3.673 1.611 -1.819 0.3759
H -1.138 0.407 -0.415 0.2595
H 1.425 3.142 -0.654 0.3910

=====

8.
32
Properties=species:S:1:pos:R:3:mulliken_charge:R:1 method="wB97M-V/def2-TZVPD" charge=+1 orbital_gap_ev="5.77 / 7.99" s_squared=6.012 e_lumo_ev="-2.67 / -3.77" homo_ev="-8.441 / -11.761" spin_multiplicity=5
H -4.671 0.926 -1.462 0.4009
H -4.909 1.593 0.167 0.3773
Os -0.206 -0.329 -0.287 0.5981
H -3.416 2.826 1.731 0.3458
H 0.931 -0.340 -1.450 -0.1996
C -2.038 0.344 -1.273 -1.3573
H -2.752 -0.030 3.904 0.4150
H -3.647 -1.223 2.901 0.3664
H -1.970 -0.791 -1.349 0.4361
H -0.608 -2.456 -0.601 0.1725
N -1.617 -0.242 1.200 -0.6577
C -4.206 1.511 -0.656 -1.0853
H -0.200 2.425 -0.590 0.3208
H -3.980 2.514 -1.047 0.3306
H -0.121 -3.287 0.897 0.3442
C 0.237 -2.747 0.017 -0.8754
N 0.272 1.762 0.038 -0.7844
H -1.451 -0.570 2.139 0.1663
H 1.264 1.949 -0.060 0.3524
H 0.010 2.051 0.995 0.3323
N -2.993 0.859 -0.222 0.1319
H -5.049 2.253 2.224 0.3516
H -4.528 0.030 3.799 0.3849
H -2.632 0.446 -2.202 0.4434
N -3.581 0.720 2.086 0.1261
H 0.915 -3.350 -0.597 0.3608
H -1.265 1.087 -1.612 0.3174
C -3.965 2.112 2.368 -1.1390
C -3.613 -0.180 3.239 -1.1800
H 0.901 -1.850 0.424 0.2265
C -2.754 0.439 1.037 0.5794
H -3.730 2.339 3.421 0.3981